Here is a structure of composition C50H55N9Zr from the Open Molecules 2025 dataset. Energies are from the ωB97M-V functional and the def2-TZVPD basis.

```
115
Properties=species:S:1:pos:R:3:lowdin_charge:R:1
Zr -0.423 0.073 -0.025 1.8966
C -1.965 -2.592 5.405 -0.0742
C -0.518 -2.105 5.330 -0.1802
C -0.048 -1.916 3.924 -0.1152
C 0.807 -2.705 3.206 -0.1266
C 1.544 -3.920 3.675 -0.1875
C 2.888 -3.569 4.314 -0.0654
C 0.975 -2.072 1.928 -0.2572
C 1.904 -2.455 0.970 0.0416
C 2.225 -1.759 -0.177 -0.2195
C 3.330 -2.096 -1.041 -0.1170
C 4.238 -3.271 -0.864 -0.1849
C 5.335 -3.028 0.170 -0.0653
C 3.413 -1.109 -1.974 -0.1102
C 2.317 -0.211 -1.724 -0.2094
C 2.025 0.886 -2.508 0.0688
C 1.038 1.817 -2.257 -0.2142
N 0.255 1.812 -1.128 -0.0384
C -0.529 2.947 -1.214 -0.2181
C -1.314 3.425 -0.187 0.0661
C -1.458 2.865 1.075 -0.2309
N -0.960 1.630 1.435 -0.0424
C -1.340 1.455 2.749 -0.2409
C -1.114 0.300 3.482 0.0668
C -0.409 -0.814 3.071 -0.2105
N 0.180 -0.956 1.828 -0.0338
C -2.055 2.607 3.231 -0.1126
C -2.148 3.480 2.175 -0.1047
C -2.767 4.847 2.122 -0.1690
C -4.125 4.992 2.804 -0.0755
C -2.521 2.802 4.642 -0.1798
C -1.720 3.879 5.373 -0.0636
C -0.269 3.636 -2.453 -0.1122
C 0.717 2.944 -3.092 -0.1101
C 1.407 3.290 -4.371 -0.1838
C 2.666 4.126 -4.142 -0.0692
C -0.963 4.884 -2.894 -0.1760
C -2.401 4.625 -3.342 -0.0751
N 1.600 -0.606 -0.614 -0.0155
C 4.439 -0.949 -3.053 -0.1735
C 3.982 -1.508 -4.398 -0.0725
H -2.280 -2.715 6.440 0.0822
H -2.077 -3.554 4.903 0.0795
H -2.649 -1.890 4.926 0.0693
H 0.138 -2.816 5.834 0.1125
H -0.405 -1.167 5.881 0.1204
H 1.700 -4.610 2.840 0.1065
H 0.920 -4.461 4.390 0.1157
H 3.527 -3.027 3.614 0.0701
H 3.416 -4.467 4.631 0.0828
H 2.748 -2.931 5.186 0.0826
H 2.499 -3.333 1.185 0.1175
H 4.686 -3.514 -1.830 0.1151
H 3.649 -4.151 -0.589 0.1094
H 5.977 -2.197 -0.126 0.0842
H 5.962 -3.912 0.282 0.0831
H 4.918 -2.784 1.149 0.0662
H 2.640 1.038 -3.384 0.1182
H -1.809 4.369 -0.363 0.1105
H -1.475 0.285 4.500 0.1108
H -2.878 5.144 1.079 0.0977
H -2.061 5.566 2.548 0.1289
H -4.807 4.192 2.510 0.0745
H -4.582 5.939 2.520 0.0838
H -4.048 4.987 3.888 0.0642
H -2.450 1.865 5.194 0.0996
H -3.582 3.053 4.642 0.1074
H -0.662 3.618 5.412 0.0860
H -2.078 4.000 6.395 0.0845
H -1.800 4.846 4.876 0.0698
H 0.711 3.827 -5.019 0.1153
H 1.659 2.374 -4.911 0.1123
H 2.429 5.066 -3.643 0.0818
H 3.154 4.359 -5.087 0.0817
H 3.383 3.596 -3.513 0.0757
H -0.400 5.338 -3.710 0.1140
H -0.946 5.618 -2.084 0.1218
H -2.424 3.926 -4.180 0.0806
H -2.881 5.548 -3.664 0.0822
H -3.004 4.199 -2.536 0.0592
H 5.358 -1.446 -2.739 0.1159
H 4.703 0.107 -3.154 0.1181
H 3.793 -2.579 -4.325 0.0658
H 4.740 -1.351 -5.164 0.0832
H 3.059 -1.031 -4.735 0.0702
N -0.305 -4.564 -0.557 0.1588
C -0.737 -3.397 -0.085 -0.1340
N -0.789 -2.296 -0.779 0.0459
C -0.399 -2.342 -2.128 -0.2816
N -0.628 -1.324 -2.899 0.1294
N -1.311 -0.391 -2.113 -0.1283
C -2.426 0.037 -2.541 -0.0186
C -3.298 0.647 -1.531 -0.2463
C -4.502 1.243 -1.854 0.0132
C -5.350 1.625 -0.821 -0.0077
C -4.962 1.379 0.481 -0.0080
C -3.722 0.802 0.718 -0.0923
N -2.891 0.441 -0.259 0.0368
C 0.280 -3.526 -2.634 -0.0895
C 0.871 -3.581 -3.897 -0.0017
C 1.464 -4.751 -4.322 -0.0445
C 1.467 -5.879 -3.500 -0.0355
C 0.885 -5.847 -2.248 0.0033
C 0.293 -4.662 -1.825 -0.1623
H -0.337 -5.373 0.044 0.1704
H -1.069 -3.385 0.946 0.1486
H -2.765 -0.175 -3.551 0.1506
H -4.774 1.389 -2.890 0.1303
H -6.303 2.088 -1.038 0.1279
H -5.599 1.627 1.318 0.1216
H -3.383 0.623 1.730 0.1144
H 0.848 -2.700 -4.522 0.1182
H 1.922 -4.799 -5.300 0.1194
H 1.928 -6.793 -3.849 0.1215
H 0.884 -6.722 -1.611 0.1244
```

Summary:
- Total energy: -67428.4828 eV
- Highest occupied orbital energy: -0.4343 hartree
- ΔE to the lowest compared entry with this formula, charge and spin: 0.0 kJ/mol
- Net charge: +2